{"formula": "C50H72O42", "method": "wB97M-V/def2-TZVPD", "elements": ["C", "C", "O", "C", "O", "O", "H", "H", "H", "H", "C", "C", "O", "C", "O", "O", "H", "H", "H", "H", "C", "C", "O", "C", "O", "O", "H", "H", "H", "H", "C", "C", "O", "C", "O", "O", "H", "H", "H", "H", "C", "C", "O", "C", "O", "O", "H", "H", "H", "H", "C", "C", "O", "C", "O", "O", "H", "H", "H", "H", "C", "C", "C", "O", "C", "O", "O", "H", "H", "H", "H", "H", "H", "C", "C", "C", "O", "C", "O", "O", "H", "H", "H", "H", "H", "H", "C", "C", "C", "O", "C", "O", "O", "H", "H", "H", "H", "H", "H", "C", "C", "C", "O", "C", "O", "O", "H", "H", "H", "H", "H", "H", "C", "C", "C", "O", "C", "O", "O", "H", "H", "H", "H", "H", "H", "C", "C", "C", "O", "C", "O", "O", "H", "H", "H", "H", "H", "H", "C", "C", "C", "O", "C", "O", "O", "H", "H", "H", "H", "H", "H", "C", "C", "C", "O", "C", "O", "O", "H", "H", "H", "H", "H", "H"], "positions_angstrom": [[3.761, 4.424, -3.757], [4.764, 3.363, -3.344], [3.891, 2.234, -3.410], [2.589, 2.598, -3.458], [1.632, 1.856, -3.332], [2.530, 3.987, -3.554], [4.052, 4.826, -4.727], [3.832, 5.244, -3.042], [5.111, 3.692, -2.365], [5.580, 3.185, -4.044], [2.260, 1.723, 4.841], [2.283, 2.789, 5.945], [3.499, 2.527, 6.612], [4.259, 1.720, 5.891], [5.420, 1.384, 6.150], [3.499, 1.283, 4.828], [2.020, 2.172, 3.877], [1.568, 0.953, 5.181], [1.498, 2.567, 6.669], [2.150, 3.852, 5.747], [6.534, 2.290, -0.262], [6.679, 1.163, -1.235], [5.375, 0.596, -1.325], [4.659, 0.948, -0.243], [3.547, 0.508, -0.035], [5.408, 1.847, 0.458], [6.371, 3.323, -0.571], [7.287, 2.260, 0.526], [7.407, 0.480, -0.798], [6.744, 1.596, -2.233], [-2.975, 4.875, 0.878], [-2.927, 4.791, -0.713], [-3.537, 3.546, -1.065], [-3.612, 2.821, 0.068], [-3.948, 1.618, 0.058], [-3.384, 3.599, 1.199], [-3.681, 5.582, 1.314], [-1.953, 4.987, 1.240], [-1.915, 4.667, -1.099], [-3.395, 5.722, -1.033], [-4.173, -2.273, 1.215], [-3.717, -0.957, 1.796], [-2.754, -1.301, 2.800], [-2.692, -2.644, 2.922], [-2.073, -3.214, 3.808], [-3.589, -3.230, 2.113], [-3.797, -2.362, 0.195], [-5.256, -2.371, 1.141], [-4.563, -0.379, 2.170], [-3.194, -0.464, 0.978], [1.447, -1.574, -3.892], [2.589, -1.444, -2.896], [2.286, -2.454, -2.057], [1.449, -3.359, -2.645], [1.067, -4.377, -2.154], [1.121, -2.887, -3.803], [1.675, -1.303, -4.923], [0.612, -0.931, -3.615], [2.607, -0.474, -2.398], [3.611, -1.642, -3.218], [-0.071, -5.005, 1.214], [-0.233, -6.384, 0.578], [1.189, -7.071, 0.472], [0.873, -8.416, 0.813], [-0.417, -8.462, 1.417], [-0.869, -9.440, 2.033], [-1.065, -7.257, 1.322], [0.188, -5.180, 2.258], [-0.963, -4.379, 1.235], [0.660, -4.318, 0.787], [-0.701, -6.324, -0.405], [1.822, -6.561, 1.199], [1.506, -6.994, -0.568], [-3.424, -5.805, -2.297], [-4.156, -5.104, -1.107], [-5.623, -5.188, -0.887], [-5.819, -5.625, 0.454], [-4.570, -6.006, 0.979], [-4.374, -6.428, 2.165], [-3.679, -5.762, 0.027], [-2.351, -5.619, -2.343], [-3.879, -5.521, -3.246], [-3.647, -6.868, -2.382], [-3.926, -4.042, -1.019], [-6.026, -5.932, -1.575], [-6.108, -4.224, -1.039], [-2.707, -3.373, -5.569], [-2.636, -2.697, -4.178], [-2.530, -1.174, -4.156], [-3.284, -0.864, -3.017], [-4.070, -1.918, -2.690], [-4.981, -1.980, -1.916], [-3.727, -2.997, -3.430], [-2.597, -4.453, -5.479], [-1.843, -3.079, -6.165], [-3.590, -3.259, -6.198], [-1.784, -3.157, -3.679], [-2.954, -0.721, -5.052], [-1.515, -0.842, -3.937], [0.854, 3.777, -0.182], [1.708, 4.722, 0.692], [1.112, 5.179, 1.914], [1.952, 4.569, 2.920], [3.005, 4.127, 2.362], [4.047, 3.900, 2.923], [2.806, 4.083, 1.053], [1.521, 3.033, -0.616], [0.327, 4.318, -0.968], [0.119, 3.158, 0.332], [2.008, 5.549, 0.049], [0.105, 4.843, 2.162], [1.051, 6.266, 1.868], [0.787, 0.472, 1.561], [-0.443, 0.252, 0.646], [-0.184, 0.528, -0.815], [-0.793, -0.554, -1.474], [-0.946, -1.596, -0.567], [-1.338, -2.750, -0.898], [-0.490, -1.208, 0.611], [1.664, -0.048, 1.175], [0.628, 0.189, 2.602], [0.963, 1.547, 1.593], [-1.371, 0.593, 1.104], [0.859, 0.625, -1.118], [-0.726, 1.405, -1.167], [4.823, -1.873, 2.483], [3.618, -2.766, 2.419], [3.625, -3.700, 1.151], [3.649, -4.969, 1.669], [3.683, -4.970, 3.034], [3.784, -6.017, 3.628], [3.755, -3.693, 3.517], [4.897, -1.296, 3.404], [4.923, -1.118, 1.703], [5.743, -2.442, 2.348], [2.699, -2.180, 2.430], [4.614, -3.566, 0.713], [2.838, -3.516, 0.420], [-2.843, 2.670, -4.126], [-2.509, 3.851, -5.018], [-1.376, 3.627, -5.931], [-1.654, 4.542, -6.969], [-2.956, 4.783, -7.028], [-3.595, 5.345, -7.924], [-3.450, 4.129, -5.990], [-3.848, 2.750, -3.711], [-2.036, 2.526, -3.407], [-3.007, 1.722, -4.639], [-2.237, 4.642, -4.319], [-1.167, 2.653, -6.373], [-0.463, 4.056, -5.519], [-1.342, 4.995, 7.064], [-2.051, 3.847, 6.341], [-2.730, 4.318, 5.056], [-2.404, 3.281, 4.142], [-1.379, 2.556, 4.681], [-0.825, 1.614, 4.174], [-1.164, 2.858, 5.967], [-2.036, 5.750, 7.436], [-0.595, 5.515, 6.464], [-0.958, 4.606, 8.007], [-2.814, 3.358, 6.947], [-2.284, 5.274, 4.779], [-3.807, 4.329, 5.223]], "orbital_gap_ev": 8.649, "multiplicity": 1, "total_charge": 0}

***

{"formula": "C50H74Br2ClI2N6O4S2", "method": "wB97M-V/def2-TZVPD", "elements": ["C", "C", "C", "N", "C", "N", "C", "C", "C", "Cl", "C", "C", "C", "O", "I", "C", "C", "C", "O", "I", "C", "Br", "C", "C", "Br", "N", "C", "C", "C", "S", "C", "S", "N", "C", "C", "C", "C", "C", "C", "C", "C", "C", "C", "C", "C", "H", "H", "H", "H", "H", "H", "H", "H", "H", "H", "H", "H", "H", "H", "H", "H", "H", "H", "H", "H", "H", "H", "H", "H", "H", "H", "H", "H", "H", "H", "H", "H", "H", "H", "H", "H", "H", "H", "C", "C", "C", "C", "C", "C", "N", "O", "C", "C", "C", "H", "H", "H", "H", "H", "H", "H", "H", "H", "H", "H", "H", "H", "H", "H", "H", "H", "H", "C", "C", "C", "C", "C", "C", "N", "O", "C", "C", "C", "H", "H", "H", "H", "H", "H", "H", "H", "H", "H", "H", "H", "H", "H", "H", "H", "H", "H"], "positions_angstrom": [[1.833, 2.156, -3.395], [2.624, 1.513, -4.535], [3.390, 0.248, -4.128], [4.836, 0.495, -4.059], [5.768, -0.376, -4.308], [7.098, -0.148, -4.175], [7.504, 1.230, -4.567], [7.439, 2.194, -3.364], [7.042, 3.604, -3.762], [8.025, 4.186, -5.127], [7.745, -1.357, -4.779], [9.106, -1.145, -5.428], [10.195, -1.192, -4.382], [10.120, -0.642, -3.331], [11.952, -2.316, -4.888], [6.585, -2.082, -5.539], [6.643, -1.421, -6.952], [5.435, -1.444, -7.858], [5.269, -2.245, -8.720], [4.034, 0.173, -7.659], [6.711, -3.593, -5.652], [8.411, -4.342, -5.292], [5.748, -4.461, -5.979], [5.937, -5.948, -6.072], [3.980, -3.922, -6.369], [5.443, -1.669, -4.675], [5.287, -2.450, -3.382], [3.870, -2.981, -3.129], [3.809, -4.496, -2.977], [2.107, -5.072, -2.959], [1.658, -4.451, -1.330], [2.499, -4.921, -0.014], [0.642, -3.526, -1.300], [-0.217, -3.532, -0.123], [-0.379, -2.343, 0.558], [-1.219, -2.288, 1.661], [-1.880, -3.435, 2.073], [-1.696, -4.630, 1.397], [-0.865, -4.685, 0.289], [-0.104, -3.270, -2.518], [-1.028, -4.164, -3.034], [-1.708, -3.840, -4.196], [-1.483, -2.630, -4.837], [-0.570, -1.732, -4.308], [0.116, -2.059, -3.148], [2.410, 2.896, -2.842], [1.440, 1.414, -2.702], [0.972, 2.685, -3.802], [3.326, 2.229, -4.968], [1.941, 1.257, -5.343], [3.211, -0.595, -4.788], [3.070, -0.050, -3.128], [5.108, 1.415, -3.747], [6.887, 1.598, -5.391], [8.527, 1.230, -4.914], [8.434, 2.242, -2.926], [6.759, 1.814, -2.600], [5.995, 3.691, -4.052], [7.212, 4.289, -2.936], [7.953, -2.017, -3.933], [9.303, -1.911, -6.172], [9.202, -0.191, -5.946], [6.906, -0.371, -6.812], [7.417, -1.939, -7.515], [6.270, -6.340, -5.110], [6.714, -6.185, -6.799], [5.019, -6.440, -6.369], [6.018, -3.255, -3.328], [5.535, -1.776, -2.559], [3.497, -2.557, -2.194], [3.206, -2.654, -3.926], [4.283, -4.785, -2.038], [4.333, -5.019, -3.772], [0.155, -1.468, 0.214], [-1.335, -1.342, 2.172], [-2.542, -3.390, 2.927], [-2.190, -5.535, 1.721], [-0.708, -5.616, -0.240], [-1.206, -5.110, -2.542], [-2.430, -4.531, -4.605], [-2.039, -2.388, -5.732], [-0.395, -0.777, -4.786], [0.829, -1.369, -2.714], [-5.237, 1.789, 0.549], [-4.561, 1.386, 1.873], [-5.393, 1.872, 3.058], [-5.344, 3.385, 3.246], [-3.901, 3.880, 3.338], [-3.006, 3.406, 2.189], [-3.170, 1.934, 1.969], [-2.445, 1.249, 2.794], [-3.317, 4.195, 0.908], [-1.546, 3.684, 2.526], [-4.484, -0.132, 1.866], [-6.066, 1.110, 0.353], [-5.656, 2.791, 0.558], [-4.539, 1.712, -0.286], [-5.031, 1.400, 3.976], [-6.425, 1.541, 2.924], [-5.872, 3.896, 2.435], [-5.873, 3.645, 4.164], [-3.880, 4.973, 3.361], [-3.475, 3.538, 4.286], [-2.793, 3.763, 0.053], [-2.974, 5.223, 1.028], [-4.375, 4.247, 0.670], [-1.262, 3.266, 3.488], [-1.394, 4.763, 2.567], [-0.882, 3.272, 1.764], [-3.884, -0.484, 1.024], [-5.486, -0.549, 1.772], [-4.050, -0.525, 2.783], [-9.004, 1.927, 8.039], [-7.638, 1.276, 7.760], [-7.085, 0.639, 9.034], [-6.631, 1.667, 10.069], [-5.634, 2.655, 9.463], [-6.113, 3.306, 8.163], [-6.650, 2.267, 7.227], [-5.699, 1.683, 6.587], [-7.167, 4.386, 8.458], [-4.947, 4.015, 7.484], [-7.880, 0.211, 6.697], [-9.768, 1.151, 8.078], [-9.054, 2.455, 8.987], [-9.275, 2.621, 7.242], [-6.236, -0.001, 8.773], [-7.852, -0.013, 9.458], [-7.489, 2.199, 10.488], [-6.159, 1.150, 10.907], [-5.407, 3.446, 10.180], [-4.694, 2.129, 9.269], [-7.619, 4.745, 7.532], [-6.687, 5.232, 8.948], [-7.962, 4.055, 9.120], [-4.094, 3.355, 7.343], [-4.631, 4.850, 8.109], [-5.242, 4.407, 6.509], [-8.274, 0.658, 5.782], [-8.613, -0.501, 7.075], [-6.974, -0.336, 6.451]], "orbital_gap_ev": [6.829, 7.432], "multiplicity": 3, "total_charge": 1}

***

{"formula": "C50H75N11O3", "method": "wB97M-V/def2-TZVPD", "elements": ["N", "C", "C", "C", "C", "C", "H", "H", "H", "H", "H", "N", "C", "C", "C", "C", "C", "H", "H", "H", "H", "H", "N", "C", "C", "C", "C", "C", "H", "H", "H", "H", "H", "C", "C", "O", "C", "O", "O", "H", "H", "H", "H", "C", "C", "C", "C", "N", "H", "H", "H", "H", "H", "H", "H", "C", "C", "C", "C", "N", "H", "H", "H", "H", "H", "H", "H", "C", "C", "C", "C", "N", "H", "H", "H", "H", "H", "H", "H", "C", "C", "C", "C", "N", "H", "H", "H", "H", "H", "H", "H", "C", "C", "C", "C", "N", "H", "H", "H", "H", "H", "H", "H", "C", "C", "C", "C", "N", "H", "H", "H", "H", "H", "H", "H", "C", "C", "C", "C", "N", "H", "H", "H", "H", "H", "H", "H", "C", "C", "C", "C", "N", "H", "H", "H", "H", "H", "H", "H"], "positions_angstrom": [[-0.677, 1.286, -0.074], [0.535, 1.113, 0.515], [1.325, -0.033, 0.360], [0.873, -1.049, -0.519], [-0.395, -0.922, -1.064], [-1.154, 0.217, -0.778], [0.960, 1.888, 1.136], [2.323, -0.116, 0.765], [1.558, -1.798, -0.891], [-0.767, -1.670, -1.749], [-2.133, 0.306, -1.226], [-6.541, -3.443, 1.161], [-5.566, -4.398, 0.915], [-4.249, -4.077, 0.647], [-3.884, -2.760, 0.374], [-4.799, -1.771, 0.683], [-6.048, -2.133, 1.186], [-5.854, -5.437, 0.980], [-3.529, -4.869, 0.500], [-2.907, -2.439, 0.045], [-4.545, -0.740, 0.485], [-6.741, -1.335, 1.406], [4.155, 2.327, -4.421], [3.740, 1.046, -4.606], [2.622, 0.505, -3.953], [1.855, 1.319, -3.111], [2.326, 2.626, -2.905], [3.460, 3.087, -3.548], [4.239, 0.546, -5.423], [2.261, -0.485, -4.188], [0.987, 0.863, -2.657], [1.830, 3.217, -2.149], [3.884, 4.062, -3.360], [-4.920, -3.704, -3.924], [-3.584, -4.078, -3.300], [-3.172, -2.888, -2.683], [-3.805, -1.845, -3.198], [-3.520, -0.667, -3.071], [-4.823, -2.282, -3.910], [-5.854, -4.057, -3.487], [-4.917, -3.962, -4.983], [-2.853, -4.331, -4.068], [-3.742, -4.948, -2.664], [4.120, 1.748, -0.409], [5.316, 2.648, -0.672], [5.562, 3.577, 0.481], [4.410, 4.312, 1.101], [3.526, 4.904, 1.551], [4.172, 0.998, 0.380], [4.000, 1.088, -1.269], [3.216, 2.344, -0.290], [5.174, 3.176, -1.615], [6.191, 2.028, -0.866], [6.490, 4.125, 0.315], [5.774, 3.026, 1.397], [-5.001, 4.163, -1.909], [-5.150, 3.476, -0.596], [-3.812, 3.070, 0.117], [-2.819, 4.185, 0.256], [-2.067, 5.060, 0.370], [-4.660, 5.186, -1.757], [-5.950, 4.312, -2.424], [-4.334, 3.624, -2.582], [-5.838, 2.637, -0.703], [-5.668, 4.152, 0.085], [-3.255, 2.233, -0.304], [-4.112, 2.734, 1.109], [2.384, -1.516, 4.517], [3.372, -2.612, 4.881], [3.456, -3.763, 3.856], [3.803, -3.232, 2.489], [4.048, -2.818, 1.417], [1.357, -1.873, 4.433], [2.545, -1.141, 3.507], [2.357, -0.731, 5.273], [3.060, -3.032, 5.837], [4.361, -2.164, 4.982], [2.449, -4.151, 3.705], [4.048, -4.616, 4.185], [-1.790, 5.235, 5.921], [-2.762, 4.238, 5.186], [-2.291, 3.786, 3.789], [-0.963, 3.309, 3.773], [0.105, 2.885, 3.810], [-1.472, 6.050, 5.271], [-0.874, 4.731, 6.232], [-2.187, 5.590, 6.872], [-3.705, 4.780, 5.117], [-2.972, 3.370, 5.811], [-2.202, 4.662, 3.147], [-3.029, 3.158, 3.291], [-1.365, -0.429, 2.809], [-2.435, -0.434, 3.899], [-3.124, -1.744, 4.129], [-2.247, -2.847, 4.508], [-1.597, -3.790, 4.761], [-0.450, -0.950, 3.089], [-1.096, 0.623, 2.719], [-1.728, -0.733, 1.827], [-3.150, 0.335, 3.608], [-1.996, -0.126, 4.848], [-3.587, -2.093, 3.206], [-3.923, -1.556, 4.846], [-0.136, -4.592, 1.855], [0.917, -4.491, 0.743], [1.706, -5.821, 0.549], [2.433, -6.245, 1.749], [3.023, -6.620, 2.675], [-0.817, -3.778, 2.104], [0.400, -4.923, 2.744], [-0.814, -5.394, 1.561], [1.646, -3.708, 0.951], [0.517, -4.071, -0.180], [2.303, -5.870, -0.362], [1.040, -6.672, 0.408], [-1.769, 2.531, -3.941], [-0.782, 2.824, -5.199], [-0.565, 4.315, -5.414], [0.301, 4.982, -4.454], [1.034, 5.529, -3.752], [-1.434, 1.604, -3.474], [-2.823, 2.399, -4.183], [-1.643, 3.335, -3.216], [-1.085, 2.284, -6.096], [0.156, 2.321, -4.965], [-1.559, 4.755, -5.339], [-0.188, 4.581, -6.402], [6.550, -0.266, -3.000], [6.075, -1.228, -1.867], [4.799, -2.052, -2.230], [5.029, -2.996, -3.326], [5.230, -3.700, -4.225], [6.278, -0.650, -3.983], [7.594, 0.049, -3.008], [5.952, 0.643, -2.936], [5.857, -0.546, -1.045], [6.787, -1.909, -1.400], [3.988, -1.374, -2.495], [4.352, -2.625, -1.418]], "orbital_gap_ev": 9.415, "multiplicity": 1, "smiles": "O=C1OCCO1.c1ccncc1.c1ccncc1.c1ccncc1.CCCC#N.CCCC#N.CCCC#N.CCCC#N.CCCC#N.CCCC#N.CCCC#N.CCCC#N", "total_charge": 0}